Entry 1:
Molecular formula: C4H11N2O
Method: DFT, ωB97M-V with the def2-TZVPD basis set

```
! wB97M-V def2-TZVPD RIJCOSX def2/J DEFGRID3
* xyz 0 2
O -2.131 -0.290 -0.095
N -0.319 1.022 1.289
N -0.691 -1.770 -1.095
C 2.416 1.212 -0.047
C -1.014 -0.718 -0.261
C 1.272 0.336 -0.512
C 0.188 -0.124 0.439
H -1.171 0.730 1.810
H -1.486 -1.983 -1.687
H -0.316 -2.664 -0.808
H -0.507 1.848 0.693
H 2.011 2.142 0.374
H 0.868 0.702 -1.463
H 3.007 0.750 0.714
H 0.596 -0.820 1.194
H 2.972 1.489 -0.935
H 0.383 1.260 2.047
H 1.706 -0.610 -0.873
*
```

The value obtained for the gap between HOMO and LUMO (alpha / beta) is 0.1562 / 0.4094 hartree. The LUMO energy (alpha / beta) comes out at 0.786 / 0.573 eV. As for the energy relative to the best compared isomer or geometry (same formula, charge and spin): 127.75 kJ/mol. The value obtained for the HOMO energy (alpha / beta) is -3.464 / -10.566 eV.

---

Entry 2:
Molecular formula: C4H7NO3
Method: DFT, ωB97M-V with the def2-TZVPD basis set

```
! wB97M-V def2-TZVPD RIJCOSX def2/J DEFGRID3
* xyz 0 1
O -1.244 -2.459 0.208
O 1.757 2.215 0.659
O -1.764 -0.359 0.806
N 0.248 -0.913 -0.253
C 0.960 0.329 -0.498
C -0.975 -1.096 0.284
C 0.970 1.313 0.739
C 0.342 1.156 -1.626
H -1.927 -2.668 0.855
H -0.515 1.709 -1.222
H 1.139 1.831 -1.938
H 0.663 -1.783 -0.520
H 1.999 0.026 -0.587
H -0.139 0.664 -2.469
H 0.242 1.145 1.540
*
```

The value obtained for the gap between HOMO and LUMO is 0.3785 hartree. Its SMILES is C[C@@H](C=O)NC(=O)O. The LUMO energy comes out at 0.640 eV. As for the energy relative to the best compared isomer or geometry (same formula, charge and spin): 115.32 kJ/mol. The value obtained for the HOMO energy is -9.659 eV.

---

Entry 3:
Molecular formula: C8H16Cl16
Method: DFT, ωB97M-V with the def2-TZVPD basis set

```
! wB97M-V def2-TZVPD RIJCOSX def2/J DEFGRID3
* xyz 0 1
Cl -16.258 9.613 -7.589
Cl -16.768 8.259 -11.244
Cl -17.033 5.817 -7.796
Cl -15.274 7.221 -4.262
Cl -19.257 2.982 -3.878
Cl -24.925 4.736 -7.662
Cl -21.721 6.161 -14.076
Cl -20.401 11.328 -5.302
Cl -20.958 8.609 -6.250
Cl -19.818 5.908 -7.849
Cl -23.825 5.621 -10.214
Cl -20.097 7.052 -11.875
Cl -15.854 12.354 -7.021
Cl -16.675 2.717 -5.309
Cl -13.162 7.513 -6.152
Cl -14.305 7.468 -12.566
C -19.697 9.816 -5.841
C -15.100 7.888 -11.049
C -16.377 11.260 -8.260
C -14.155 6.396 -5.250
C -18.019 3.820 -4.803
C -18.420 6.729 -8.491
C -23.507 4.876 -8.657
C -20.946 5.723 -12.570
H -22.726 5.496 -8.216
H -17.634 4.728 -4.339
H -21.658 5.303 -11.859
H -23.111 3.886 -8.883
H -18.998 9.441 -5.093
H -13.602 5.728 -4.590
H -17.440 11.453 -8.399
H -20.326 4.867 -12.838
H -14.726 5.761 -5.927
H -18.432 6.695 -9.580
H -19.147 10.065 -6.749
H -14.461 8.675 -10.649
H -18.442 4.152 -5.751
H -18.315 7.772 -8.190
H -15.844 11.340 -9.208
H -14.959 7.036 -10.384
*
```

The value obtained for the gap between HOMO and LUMO is 0.4093 hartree. Its SMILES is ClCCl.ClCCl.ClCCl.ClCCl.ClCCl.ClCCl.ClCCl.ClCCl. The LUMO energy comes out at 0.190 eV. As for the energy relative to the best compared isomer or geometry (same formula, charge and spin): 88.76 kJ/mol. The value obtained for the HOMO energy is -10.948 eV.

---

Entry 4:
Molecular formula: C8H10N2O2
Method: DFT, ωB97M-V with the def2-TZVPD basis set

```
! wB97M-V def2-TZVPD RIJCOSX def2/J DEFGRID3
* xyz 0 1
O -0.057 -0.020 -1.499
O 1.217 2.985 1.752
N -0.661 -1.753 -2.885
N -1.203 -2.901 -3.249
C 0.783 2.463 -0.998
C -1.032 -2.046 -0.306
C 0.393 0.168 -0.225
C -0.488 -1.208 -1.792
C 1.087 1.819 1.431
C 0.798 1.406 0.080
C 1.214 0.681 2.513
C -1.641 -2.749 0.481
H -2.088 -3.277 1.217
H 0.273 0.404 2.809
H -1.540 -3.467 -2.442
H 0.301 -0.679 0.390
H 2.009 -0.038 2.259
H 0.166 2.130 -1.855
H -1.918 -2.716 -3.962
H 1.741 2.576 -1.478
H 0.243 3.365 -0.637
H 1.529 1.272 3.304
*
```

The value obtained for the gap between HOMO and LUMO is 0.3431 hartree. Its SMILES is C#C/C(=N\N)O/C=C(\C)C(C)=O. The LUMO energy comes out at 0.421 eV. As for the energy relative to the best compared isomer or geometry (same formula, charge and spin): 644.47 kJ/mol. The value obtained for the HOMO energy is -8.916 eV.

---

Entry 5:
Molecular formula: C43H43AsN5PdSTe
Method: DFT, ωB97M-V with the def2-TZVPD basis set

```
! wB97M-V def2-TZVPD RIJCOSX def2/J DEFGRID3
* xyz -1 1
Te 3.823 -1.938 1.632
Pd 1.681 -0.884 0.630
As 0.134 1.753 1.177
S 0.779 -1.136 3.276
N 0.408 -3.784 0.586
N -1.086 -2.963 2.824
N -1.720 -4.004 2.233
N 0.013 0.244 0.116
N 0.609 -2.670 1.098
C -3.067 -4.176 2.526
C 6.893 -0.104 -0.893
C 0.453 -5.219 -1.284
C -1.814 -0.136 -3.663
C -2.898 0.190 1.248
C 6.152 -2.014 -2.130
C 1.251 4.599 -1.973
C -1.715 3.729 2.108
C 3.383 4.865 -3.279
C 3.068 3.187 -1.428
C -3.774 -3.276 3.324
C -1.050 -1.156 -3.110
C 2.441 -3.777 -2.561
C -0.459 4.526 2.342
C -4.112 3.572 2.406
C -0.015 -2.398 2.411
C -1.679 2.440 1.555
C 2.557 4.208 -2.211
C 0.987 -4.080 -0.686
C -0.581 0.172 -1.119
C 5.175 -1.542 0.034
C -4.044 2.261 1.960
C -5.062 -5.505 2.275
C 2.981 1.477 0.340
C -5.425 4.177 2.819
C -5.111 -3.513 3.598
C -2.927 4.283 2.502
C 2.303 2.574 -0.442
C -1.967 1.031 -2.926
C 0.896 -5.623 -2.531
C 5.276 -2.338 -1.105
C -5.769 -4.618 3.076
C -3.721 -5.297 2.010
C 0.451 4.006 -1.000
C -0.924 4.609 -0.842
C 1.995 -3.363 -1.316
C 1.893 -4.897 -3.172
C -2.849 1.663 1.565
C -0.456 -1.009 -1.873
C 6.965 -0.894 -2.029
C 0.962 2.955 -0.221
C -1.368 1.186 -1.689
C 6.005 -0.424 0.125
H -5.294 5.204 3.159
H -0.313 -5.774 -0.759
H 0.127 -1.821 -1.460
H -2.280 -0.249 -4.632
H 4.048 1.417 0.132
H 2.420 -2.478 -0.841
H 0.155 4.051 3.112
H -1.641 3.957 -0.358
H -3.166 -6.004 1.406
H -1.332 -4.406 1.391
H -2.938 5.290 2.907
H -2.568 1.845 -3.318
H -3.045 0.012 0.181
H 3.217 -3.211 -3.058
H 2.582 0.501 -0.061
H 6.205 -2.644 -3.010
H 4.375 4.417 -3.339
H -0.705 5.533 2.678
H -6.816 -4.787 3.290
H -5.885 3.611 3.630
H -5.557 -6.375 1.861
H -1.319 4.887 -1.820
H -1.537 2.092 -1.136
H 7.651 -0.642 -2.828
H 0.469 -6.500 -2.998
H 5.942 0.210 1.000
H -3.733 -0.260 1.784
H -0.873 5.519 -0.239
H 4.672 -3.234 -1.187
H 2.814 1.533 1.416
H 4.088 2.852 -1.582
H 2.912 4.766 -4.259
H -1.983 -0.321 1.540
H 2.247 -5.208 -4.147
H -3.260 -2.414 3.720
H -5.650 -2.811 4.222
H 7.524 0.772 -0.799
H 3.508 5.932 -3.084
H -6.133 4.186 1.988
H -4.946 1.658 1.948
H 0.166 4.611 1.452
H -0.913 -2.088 -3.647
H 0.822 5.399 -2.570
*
```

The value obtained for the gap between HOMO and LUMO is 0.2125 hartree. The LUMO energy comes out at 1.650 eV. As for the energy relative to the best compared isomer or geometry (same formula, charge and spin): 40.38 kJ/mol. The value obtained for the HOMO energy is -4.134 eV.

---

Entry 6:
Molecular formula: C25H24Cl5IN4O3TaTe
Method: DFT, ωB97M-V with the def2-TZVPD basis set

```
! wB97M-V def2-TZVPD RIJCOSX def2/J DEFGRID3
* xyz 1 1
Ta 0.121 -0.390 -0.542
I 1.153 -0.207 2.695
Te 0.313 -0.983 -2.953
Cl 0.577 -3.072 0.502
Cl -4.366 -5.307 0.567
Cl -3.463 -0.511 -1.742
Cl -1.298 -5.511 1.258
Cl -5.426 -2.788 -0.928
O 0.488 1.537 -0.759
O 5.072 0.020 -2.677
O -1.402 0.483 0.768
N -3.090 0.243 2.249
N 2.148 3.651 -3.148
N 2.336 -0.500 -0.172
N -3.231 1.840 0.566
C 2.697 -1.453 2.061
C 3.349 -2.320 2.919
C 5.109 1.430 -2.480
C -3.767 -2.887 -0.496
C 1.214 3.154 -2.360
C -2.537 2.718 -0.354
C -1.139 -3.050 0.156
C 1.463 2.029 -1.542
C 3.730 2.030 -2.398
C -3.300 -4.027 0.169
C 3.368 3.102 -3.179
C 2.744 1.472 -1.563
C -1.946 -4.126 0.487
C -0.137 3.797 -2.395
C 4.321 -3.171 2.410
C -2.886 -1.850 -0.808
C -3.937 0.934 3.216
C 3.123 0.381 -0.696
C 4.632 -3.152 1.058
C 3.979 -2.277 0.202
C -1.547 -1.884 -0.450
C -2.591 -1.044 2.710
C 3.009 -1.424 0.707
C -2.554 0.848 1.171
C -4.687 1.853 0.452
H -4.946 0.519 3.231
H -0.901 3.071 -2.674
H -1.907 -0.921 3.554
H -0.401 4.211 -1.421
H 5.653 1.584 -1.546
H 4.787 -0.160 -3.579
H -3.498 0.809 4.207
H 4.835 -3.850 3.077
H -5.129 2.693 0.989
H -4.942 1.944 -0.604
H -2.697 2.396 -1.385
H -5.107 0.922 0.818
H 4.079 3.552 -3.862
H 4.176 0.300 -0.445
H 4.212 -2.248 -0.856
H -3.437 -1.649 3.039
H 5.678 1.931 -3.264
H -2.924 3.730 -0.235
H 5.384 -3.823 0.664
H 3.103 -2.334 3.972
H -2.081 -1.562 1.908
H -0.118 4.599 -3.128
H -3.986 1.994 2.998
H -1.476 2.705 -0.141
*
```

The value obtained for the gap between HOMO and LUMO is 0.2538 hartree. The LUMO energy comes out at -3.732 eV. The value obtained for the HOMO energy is -10.639 eV.